(1)
{
  "formula": "C25H13AsF6IrN5O10S4",
  "method": "wB97M-V/def2-TZVPD",
  "symbols": ["Ir", "O", "As", "O", "O", "C", "C", "C", "C", "C", "C", "S", "O", "O", "O", "H", "H", "H", "H", "H", "S", "C", "C", "C", "C", "C", "C", "N", "C", "C", "C", "C", "C", "C", "C", "H", "H", "H", "H", "H", "H", "H", "H", "F", "C", "F", "F", "S", "O", "O", "N", "S", "O", "O", "C", "F", "F", "F", "N", "C", "C", "C", "N", "C", "N"],
  "positions_angstrom": [[0.1559, -0.4660, 0.1804], [3.4050, 0.5100, 3.3997], [1.9777, 1.2361, 2.6341], [2.2929, 2.7665, 2.1984], [1.7615, 0.0904, 1.3949], [0.7606, 0.9568, 4.1175], [1.3180, 0.9025, 5.3887], [0.5047, 0.7322, 6.5009], [-0.8677, 0.6132, 6.3551], [-1.4369, 0.6631, 5.0919], [-0.6206, 0.8313, 3.9866], [-1.3643, 0.8924, 2.3840], [-2.7553, 1.1601, 2.5633], [-1.1292, -0.5043, 1.8078], [-0.5560, 1.8226, 1.6165], [3.8705, 0.0032, 2.7245], [2.3899, 0.9784, 5.5053], [0.9519, 0.6860, 7.4854], [-1.4989, 0.4777, 7.2234], [-2.5047, 0.5779, 4.9458], [2.3495, -1.3082, -3.6324], [3.1094, 0.0896, -2.9225], [4.1546, 0.8512, -3.4336], [4.5144, 1.9899, -2.7424], [3.8324, 2.3756, -1.5837], [2.8026, 1.6187, -1.0654], [2.4677, 0.4387, -1.7296], [1.4519, -0.4578, -1.4025], [1.2348, -1.3546, -2.3281], [0.0501, -2.1679, -2.1765], [-0.3938, -3.1554, -3.0486], [-1.5709, -3.8219, -2.7548], [-2.2905, -3.5129, -1.6034], [-1.8452, -2.5320, -0.7271], [-0.6865, -1.8383, -1.0367], [4.6505, 0.5719, -4.3536], [5.3174, 2.6087, -3.1215], [4.1008, 3.2931, -1.0774], [2.2715, 1.9516, -0.1871], [0.1727, -3.3984, -3.9399], [-1.9312, -4.5952, -3.4202], [-3.2016, -4.0512, -1.3780], [-2.3983, -2.2914, 0.1706], [-1.5935, 1.0566, -3.5642], [-1.3109, 2.2799, -3.1165], [-2.2099, 3.1322, -3.5919], [-0.1045, 2.6237, -3.5780], [-1.2807, 2.3338, -1.2589], [-0.5147, 1.0809, -1.0645], [-0.6145, 3.5465, -0.9365], [-2.7359, 2.3104, -0.7780], [-3.7561, 1.0938, -0.9076], [-4.2571, 0.9436, -2.2417], [-3.3478, -0.0747, -0.1867], [-5.1453, 1.8370, 0.0843], [-4.7136, 2.5656, 1.0994], [-5.9038, 2.6061, -0.7017], [-5.9038, 0.8456, 0.5549], [0.8148, -2.1875, 0.9857], [0.3453, -2.9116, 1.7825], [-0.1743, -3.7443, 2.7188], [-0.9609, -4.8543, 2.3006], [-1.5996, -5.7510, 1.9613], [0.0524, -3.4938, 4.1015], [0.2326, -3.2993, 5.2221]],
  "charge": -1,
  "total_energy_ev": -177385.3827,
  "molar_mass_g_mol": 1052.799,
  "spin_multiplicity": 2,
  "orbital_gap_ev": [7.8, 6.2],
  "lumo_energy_ha": [0.04642, -0.01533]
}

---

(2)
{
  "formula": "C25H14Cl6N6O5Sn",
  "method": "wB97M-V/def2-TZVPD",
  "symbols": ["Sn", "Cl", "C", "C", "C", "N", "C", "O", "C", "C", "C", "C", "C", "N", "C", "C", "C", "Cl", "N", "C", "O", "C", "C", "C", "C", "C", "N", "H", "H", "H", "H", "H", "H", "H", "H", "H", "H", "Cl", "C", "C", "Cl", "C", "Cl", "C", "O", "C", "O", "C", "Cl", "N", "C", "N", "O", "H", "H", "H", "H"],
  "positions_angstrom": [[-0.5680, 0.2306, 0.3549], [1.6890, -6.3962, 2.1583], [1.6959, -4.6814, 1.8145], [0.9765, -4.2262, 0.7136], [0.9448, -2.8631, 0.3919], [0.2702, -2.2741, -0.6534], [-0.5786, -2.9150, -1.4223], [-0.9264, -4.1232, -1.4382], [-1.2605, -1.9922, -2.4339], [-2.0696, -2.5563, -3.4191], [-2.7341, -1.7237, -4.3007], [-2.5987, -0.3501, -4.1603], [-1.7870, 0.1254, -3.1411], [-1.1181, -0.6701, -2.3124], [1.6840, -1.9595, 1.2133], [2.3983, -2.4402, 2.2994], [2.3984, -3.7971, 2.6092], [3.3075, -4.3416, 3.9961], [1.6233, -0.6146, 0.8574], [2.7170, 0.1306, 0.8379], [3.8578, -0.1125, 1.2589], [2.5138, 1.4333, 0.0848], [3.5314, 2.3771, 0.0667], [3.3606, 3.5276, -0.6800], [2.1901, 3.6928, -1.4027], [1.2203, 2.7054, -1.3239], [1.3779, 1.6041, -0.5923], [0.4421, -4.9232, 0.0860], [-2.1561, -3.6334, -3.4481], [-3.3641, -2.1392, -5.0795], [-3.1183, 0.3415, -4.8103], [-1.6843, 1.1903, -2.9571], [2.9716, -1.7516, 2.9006], [4.4225, 2.1702, 0.6415], [4.1313, 4.2894, -0.7004], [2.0076, 4.5774, -1.9979], [0.2700, 2.7945, -1.8335], [-2.0880, 7.1192, -0.1384], [-1.5247, 5.5783, 0.4379], [-0.8624, 5.4783, 1.6417], [-0.5749, 6.8948, 2.6071], [-0.4118, 4.2246, 2.0828], [0.4612, 4.0822, 3.5774], [-0.6274, 3.0589, 1.3527], [-0.1917, 1.8937, 1.7306], [-1.3371, 3.1591, 0.0991], [-1.5237, 2.0790, -0.5954], [-1.7484, 4.4215, -0.3223], [-2.5430, 4.5194, -1.8685], [-1.2053, -2.8801, 2.9093], [-2.2237, -2.5450, 2.0426], [-2.5662, -3.5288, 1.1290], [-2.7998, -1.4722, 2.1010], [-0.5366, -3.5682, 2.5908], [-0.7812, -2.0702, 3.3341], [-1.7881, -4.0184, 0.6920], [-3.1653, -3.1319, 0.4188]],
  "charge": -2,
  "total_energy_ev": -126303.2838,
  "molar_mass_g_mol": 809.853,
  "orbital_gap_ev": 6.2,
  "lumo_energy_ha": 0.15291
}

---

(3)
{
  "formula": "C25H14ClN3O2S2V",
  "method": "wB97M-V/def2-TZVPD",
  "symbols": ["V", "S", "C", "C", "C", "C", "N", "C", "C", "C", "S", "C", "N", "H", "H", "O", "C", "O", "C", "C", "C", "C", "C", "C", "C", "C", "C", "N", "H", "H", "H", "H", "H", "H", "Cl", "C", "C", "C", "C", "C", "C", "C", "H", "H", "H", "H", "H", "H"],
  "positions_angstrom": [[-0.3285, -1.7434, -0.3576], [1.9027, -1.6812, -0.0182], [2.0299, -0.4957, 1.2695], [3.2068, 0.2110, 1.4732], [3.2691, 1.2147, 2.4238], [4.4787, 1.9933, 2.5445], [5.4362, 2.6252, 2.6109], [2.1459, 1.5000, 3.2105], [0.9786, 0.7747, 3.0321], [0.9079, -0.2169, 2.0577], [-0.5636, -1.1319, 1.8019], [2.1811, 2.5535, 4.1979], [2.1968, 3.3847, 4.9910], [4.0722, 0.0048, 0.8571], [0.1124, 0.9998, 3.6399], [-3.6202, 0.1478, -0.8498], [-2.4344, 0.1138, -0.8475], [-1.7108, -1.0222, -1.0578], [-1.5400, 1.3004, -0.6056], [-2.1062, 2.5289, -0.2181], [-1.2610, 3.5666, 0.0383], [0.1305, 3.3937, -0.1305], [1.0690, 4.4288, 0.1111], [2.4002, 4.2061, -0.0769], [2.8581, 2.9429, -0.5290], [1.9795, 1.9283, -0.7660], [0.5930, 2.1294, -0.5587], [-0.2605, 1.0853, -0.7598], [-3.1794, 2.6047, -0.1101], [-1.6414, 4.5248, 0.3740], [0.7112, 5.3948, 0.4490], [3.1153, 4.9948, 0.1174], [3.9192, 2.7866, -0.6789], [2.3052, 0.9537, -1.1076], [0.2702, -3.1794, -2.3551], [-1.3718, -3.8519, -2.3667], [-1.9724, -4.1572, -3.5684], [-3.3000, -4.5577, -3.5440], [-3.9777, -4.6166, -2.3337], [-3.3319, -4.3067, -1.1455], [-1.9926, -3.9315, -1.1284], [-1.2427, -3.5491, 0.1072], [-1.4284, -4.0657, -4.4990], [-3.8027, -4.8019, -4.4700], [-5.0214, -4.9030, -2.3150], [-3.8684, -4.3587, -0.2060], [-0.4227, -4.2383, 0.3213], [-1.8911, -3.4839, 0.9758]],
  "total_energy_ev": -94599.5010,
  "molar_mass_g_mol": 538.937,
  "spin_multiplicity": 2,
  "orbital_gap_ev": [7.3, 7.8],
  "lumo_energy_ha": [-0.05111, -0.03319]
}

---

(4)
{
  "formula": "C25H16Br4ClN6O6ReSSe",
  "method": "wB97M-V/def2-TZVPD",
  "symbols": ["Re", "Br", "C", "C", "Br", "C", "Br", "C", "O", "C", "O", "C", "Br", "O", "C", "O", "C", "C", "Cl", "N", "N", "C", "C", "O", "O", "C", "C", "C", "C", "C", "C", "H", "H", "H", "H", "H", "H", "Se", "N", "C", "C", "C", "C", "C", "C", "N", "H", "H", "H", "H", "C", "N", "C", "N", "S", "H", "H", "H", "H", "H", "H"],
  "positions_angstrom": [[-0.6866, 0.4913, 0.0841], [2.7262, -5.2611, 1.8737], [1.8764, -3.5897, 1.9304], [1.9916, -2.7666, 3.0607], [2.9983, -3.3174, 4.5464], [1.3505, -1.5317, 3.0822], [1.4159, -0.3493, 4.5469], [0.6049, -1.1288, 1.9891], [-0.0731, 0.0563, 1.9050], [0.5234, -1.9226, 0.8690], [-0.2082, -1.4150, -0.1749], [1.1338, -3.1577, 0.8360], [0.8915, -4.1689, -0.7311], [2.4746, 0.8185, -4.9318], [1.2050, 0.5487, -5.1781], [0.7896, 0.3211, -6.2789], [0.2508, 0.5641, -4.0161], [-1.1253, 0.4271, -4.1502], [-2.0952, 0.2317, -5.5066], [-1.6896, 0.4657, -2.9392], [-0.7409, 0.6293, -2.0001], [0.4303, 0.6750, -2.6334], [1.6031, 0.8598, -1.7205], [2.7171, 1.0765, -2.1298], [1.2809, 0.8066, -0.4383], [-3.0805, 0.3779, -2.5835], [-3.5489, -0.8203, -2.0836], [-4.8633, -0.8891, -1.6462], [-5.6798, 0.2347, -1.7226], [-5.1887, 1.4295, -2.2443], [-3.8743, 1.5078, -2.6763], [2.6565, 0.9391, -3.9720], [-2.8891, -1.6831, -2.0298], [-5.2503, -1.8221, -1.2576], [-6.7074, 0.1794, -1.3826], [-5.8300, 2.2994, -2.3125], [-3.4692, 2.4283, -3.0881], [-3.8111, 1.5708, 1.2027], [-2.6929, 0.2067, 0.7704], [-3.2426, -0.9144, 1.2884], [-2.7901, -2.2560, 1.1080], [-3.4719, -3.2515, 1.7270], [-4.6390, -3.0158, 2.5357], [-5.1412, -1.7751, 2.6777], [-4.4628, -0.6900, 2.0348], [-4.8971, 0.5529, 2.0908], [-1.9488, -2.4711, 0.4732], [-3.1283, -4.2714, 1.5940], [-5.1290, -3.8554, 3.0162], [-6.0377, -1.5698, 3.2509], [1.4334, 5.6883, 1.9798], [0.3463, 4.9161, 1.3795], [0.4430, 3.6351, 1.0534], [1.5616, 2.9877, 1.3053], [-0.9665, 2.9159, 0.3160], [1.0807, 6.7005, 2.1466], [2.2974, 5.7307, 1.3145], [1.7286, 5.2658, 2.9427], [-0.5309, 5.3681, 1.1881], [2.3494, 3.4592, 1.7176], [1.6975, 2.0471, 0.9533]],
  "charge": 1,
  "total_energy_ev": -418410.9133,
  "molar_mass_g_mol": 1148.742,
  "spin_multiplicity": 4,
  "orbital_gap_ev": [6.3, 6.0],
  "lumo_energy_ha": [-0.15797, -0.17449]
}

---

- Which formula does entry 2 have?
  C25H14Cl6N6O5Sn